[1]
Computed, not measured: a 13-piece molecular cluster, C60H62F7N3O3 overall at a distorted geometry, with the ωB97M-V functional and the def2-TZVPD basis.

Structure (XYZ):
```
135
C60H62F7N3O3 | the Open Molecules 2025 dataset | the ωB97M-V functional and the def2-TZVPD basis
N -0.222 -1.480 -1.502
C -0.251 -1.923 -0.200
C -0.200 -1.056 0.881
C -0.025 0.278 0.633
C 0.174 0.745 -0.640
C -0.021 -0.167 -1.744
H -0.243 -2.995 -0.066
H -0.331 -1.446 1.879
H 0.048 0.956 1.470
H 0.458 1.781 -0.756
H 0.084 0.094 -2.787
N 2.135 2.503 -3.713
C 2.642 1.280 -3.463
C 2.245 0.191 -4.199
C 1.392 0.397 -5.275
C 1.008 1.691 -5.620
C 1.349 2.715 -4.766
H 3.319 1.161 -2.630
H 2.615 -0.796 -3.960
H 1.066 -0.469 -5.832
H 0.438 1.784 -6.533
H 1.141 3.757 -4.958
N 1.218 -3.632 4.971
C 1.536 -2.590 5.825
C 2.131 -1.421 5.356
C 2.480 -1.289 4.029
C 2.190 -2.338 3.120
C 1.486 -3.429 3.635
H 1.349 -2.781 6.871
H 2.372 -0.537 5.928
H 2.999 -0.417 3.657
H 2.408 -2.352 2.062
H 1.209 -4.237 2.974
C 2.881 -5.487 -1.643
O 1.808 -4.694 -1.098
H 2.709 -5.972 -2.604
H 3.799 -4.934 -1.839
H 3.328 -6.256 -1.012
H 1.463 -4.144 -1.805
C 0.099 -3.702 -4.348
O 1.037 -3.124 -3.527
H -0.067 -3.103 -5.244
H 0.541 -4.597 -4.785
H -0.882 -3.952 -3.945
H 0.521 -2.555 -2.951
C 2.677 5.391 -1.293
O 1.724 4.357 -1.553
H 2.340 6.260 -0.728
H 3.533 4.982 -0.756
H 2.995 5.741 -2.275
H 2.031 3.811 -2.280
F -3.823 4.642 5.406
C -2.983 3.689 5.056
C -1.843 3.442 5.758
C -0.934 2.475 5.338
C -1.233 1.733 4.258
C -2.341 1.925 3.430
C -3.149 3.024 3.829
H -1.685 4.078 6.616
H 0.023 2.283 5.799
H -0.584 0.913 3.988
H -2.595 1.380 2.533
H -4.025 3.216 3.226
F -5.592 4.277 -1.119
C -4.274 4.134 -0.803
C -3.425 3.452 -1.744
C -2.053 3.458 -1.456
C -1.509 4.129 -0.379
C -2.352 4.835 0.405
C -3.721 4.793 0.264
H -3.905 2.938 -2.565
H -1.405 2.998 -2.188
H -0.448 4.091 -0.182
H -1.980 5.404 1.244
H -4.275 5.365 0.994
F -3.149 -2.432 -1.744
C -4.092 -1.734 -1.158
C -5.341 -2.312 -0.809
C -6.126 -1.575 0.037
C -5.850 -0.253 0.420
C -4.632 0.332 0.082
C -3.743 -0.477 -0.682
H -5.657 -3.308 -1.083
H -7.109 -1.947 0.285
H -6.548 0.355 0.976
H -4.530 1.371 0.359
H -2.727 -0.192 -0.915
F 2.170 1.756 3.084
C 1.848 2.918 3.710
C 1.069 3.872 3.115
C 0.742 5.091 3.762
C 1.388 5.343 4.945
C 2.366 4.500 5.445
C 2.564 3.269 4.860
H 0.575 3.680 2.174
H 0.076 5.764 3.243
H 1.239 6.299 5.425
H 2.885 4.756 6.357
H 3.302 2.601 5.279
F 2.542 -8.072 2.536
C 1.301 -7.511 2.797
C 0.563 -7.922 3.890
C -0.747 -7.399 4.007
C -1.261 -6.475 3.132
C -0.496 -6.123 1.998
C 0.791 -6.644 1.881
H 1.006 -8.668 4.532
H -1.310 -7.811 4.831
H -2.251 -6.169 3.435
H -0.864 -5.390 1.295
H 1.484 -6.377 1.096
F -2.278 3.333 -4.569
C -2.369 2.127 -5.125
C -2.585 1.991 -6.478
C -2.664 0.793 -7.191
C -2.347 -0.323 -6.417
C -2.177 -0.271 -5.018
C -2.202 0.982 -4.362
H -2.672 2.903 -7.050
H -2.850 0.770 -8.254
H -2.365 -1.287 -6.902
H -2.030 -1.161 -4.422
H -1.955 1.126 -3.320
F 5.540 1.357 0.406
C 5.012 0.341 -0.327
C 3.726 -0.063 -0.150
C 3.202 -1.178 -0.791
C 4.016 -1.822 -1.687
C 5.319 -1.388 -1.934
C 5.826 -0.304 -1.245
H 3.107 0.452 0.570
H 2.230 -1.638 -0.688
H 3.679 -2.734 -2.156
H 5.909 -1.851 -2.712
H 6.824 0.057 -1.447
```

Computed properties:
⟨S²⟩: 0.7681
E_HOMO (alpha / beta): -10.81 / -10.81 eV
Total charge: +1
HOMO-LUMO gap (alpha / beta): 6.72 / 2.38 eV
Multiplicity: 2

These are the Mulliken partial charges, in e, on atoms 1 to 4: number 1, N, carries 0.77; number 2, C, carries -2.79; number 3, C, carries -0.19; number 4, C, carries 0.47

---

[2]
Computed, not measured: a 2-piece molecular cluster, C9H19N2O2P overall at a distorted geometry, with the ωB97M-V functional and the def2-TZVPD basis.

Structure (XYZ):
```
33
C9H19N2O2P | the Open Molecules 2025 dataset | the ωB97M-V functional and the def2-TZVPD basis
C -2.293 1.818 1.117
C 2.321 1.862 -0.877
C 0.081 1.542 -1.957
C 0.719 -2.297 -0.497
C 1.741 -1.304 1.583
C -1.518 0.745 1.674
C -2.348 -0.535 1.805
C 1.264 0.821 -1.320
C 1.539 -1.122 0.077
N -2.912 2.665 0.661
N 0.865 0.095 -0.174
O -2.742 -1.712 -1.849
O -2.721 -1.123 0.585
P -2.316 -0.661 -0.932
H 3.165 1.360 -0.413
H 2.668 2.418 -1.744
H 1.881 2.551 -0.162
H -0.424 2.168 -1.226
H -0.628 0.801 -2.330
H 0.418 2.164 -2.782
H -0.277 -2.302 -0.060
H 0.617 -2.188 -1.574
H 1.216 -3.240 -0.281
H 2.288 -2.223 1.774
H 0.782 -1.352 2.089
H 2.307 -0.470 1.990
H -0.644 0.560 1.024
H -1.167 1.045 2.665
H -3.276 -0.336 2.354
H -1.770 -1.281 2.363
H 1.746 0.167 -2.069
H 2.523 -1.143 -0.431
H -3.105 0.509 -1.086
```

Computed properties:
Energy above the lowest of the compared OMol25 structures with the same formula, charge and spin: 35.4 kcal/mol
E_HOMO (alpha / beta): -9.47 / -8.67 eV
Total charge: 0
HOMO-LUMO gap (alpha / beta): 8.26 / 8.06 eV

These are the Mulliken partial charges, in e, on atoms 1 to 4: number 1, C, carries -0.03; number 2, C, carries -1.45; number 3, C, carries -1.33; number 4, C, carries -1.34